# 1
Density functional theory data (ωB97M-V/def2-TZVPD) for the molecule HNO2S.

```
5
Properties=species:S:1:pos:R:3:forces:R:3
N 1.6362 -2.4136 -0.7424 0.969 0.500 0.425
S 1.4942 -1.0586 -0.2776 -1.328 -2.385 -1.145
O 2.2498 0.1315 -0.0168 -0.396 0.270 0.222
O -0.1067 -0.7530 -0.1917 1.544 1.028 0.293
H -0.1022 0.2049 -0.0887 -0.788 0.587 0.206
```
Forces are in eV/Å.

SMILES   N#S(=O)O
Spin multiplicity   1
E_LUMO   -0.79 eV
E_HOMO   -11.059 eV
ΔE to the lowest compared entry with this formula, charge and spin   134.1 kJ/mol
Kohn-Sham gap   10.26 eV

---

# 2
Density functional theory data (ωB97M-V/def2-TZVPD) for a cluster of 2 separate species, HNO2S2 in total.

```
6
Properties=species:S:1:pos:R:3:forces:R:3
N 0.5795 -1.4369 0.8807 0.484 -1.639 -0.253
O 0.1209 1.0225 -0.7838 0.274 -0.018 0.139
O -2.1175 1.9928 -0.4247 0.330 -0.190 -0.245
S -1.1576 1.3859 -1.3000 -0.595 0.227 0.111
S 1.7262 -2.5039 0.6387 -1.130 1.585 0.319
H 0.8485 -0.4604 0.9890 0.636 0.035 -0.070
```
Forces are in eV/Å.

Spin multiplicity   1
E_LUMO (spin up / spin down)   -1.36 / -1.34 eV
E_HOMO (spin up / spin down)   -8.658 / -8.659 eV
ΔE to the lowest compared entry with this formula, charge and spin   0.0 kJ/mol
Kohn-Sham gap (spin up / spin down)   7.30 / 7.32 eV

---

# 3
Density functional theory data (ωB97M-V/def2-TZVPD) for the molecule HNO2S2.

```
6
Properties=species:S:1:pos:R:3:forces:R:3
O -2.1830 -1.3364 -0.0425 0.196 0.523 0.230
N -1.3789 -0.4819 -0.3270 -1.231 -2.354 -2.472
S -0.9324 0.5818 0.8167 1.548 1.658 1.747
S 0.6864 1.3223 -0.2604 -0.562 0.350 0.030
O 1.6883 0.0483 -0.5190 -0.141 -0.079 0.782
H 2.1196 -0.1341 0.3323 0.191 -0.098 -0.318
```
Forces are in eV/Å.

SMILES   O=NSSO
Spin multiplicity   1
E_LUMO (spin up / spin down)   -0.53 / -0.52 eV
E_HOMO (spin up / spin down)   -9.351 / -9.350 eV
ΔE to the lowest compared entry with this formula, charge and spin   73.3 kJ/mol
Kohn-Sham gap (spin up / spin down)   8.83 / 8.83 eV

---

# 4
Density functional theory data (ωB97M-V/def2-TZVPD) for a cluster of 2 separate species, HNO4 in total.

```
6
Properties=species:S:1:pos:R:3:forces:R:3
N -1.0569 -0.2665 -0.1123 3.113 3.793 -0.291
O -0.5935 -1.2424 0.2093 0.874 -4.113 1.091
O -2.0276 0.2506 -0.3986 -3.492 1.042 -0.896
O 1.3465 0.1832 0.5658 0.962 0.139 -0.168
O 0.5212 1.0555 -0.0119 -2.768 0.357 0.201
H 1.8104 0.0195 -0.2523 1.310 -1.217 0.064
```
Forces are in eV/Å.

Spin multiplicity   1
E_LUMO (spin up / spin down)   -0.45 / -0.52 eV
E_HOMO (spin up / spin down)   -10.378 / -9.469 eV
ΔE to the lowest compared entry with this formula, charge and spin   103.3 kJ/mol
Kohn-Sham gap (spin up / spin down)   9.93 / 8.95 eV

---

# 5
Density functional theory data (ωB97M-V/def2-TZVPD) for a structure of composition HNO4P.

```
7
Properties=species:S:1:pos:R:3:forces:R:3
N 1.2014 0.4965 0.2181 1.078 0.020 0.090
O 2.3326 0.6006 0.3488 0.931 0.072 0.107
O 0.3399 0.2303 1.1383 -1.184 -0.216 1.136
O 0.5338 0.6486 -0.8735 -0.962 0.291 -1.297
O -1.2567 -1.0229 -0.3342 0.367 -0.632 -0.096
P -1.0313 0.4614 -0.0028 0.280 0.541 0.125
H -2.1197 -1.4144 -0.4948 -0.510 -0.076 -0.065
```
Forces are in eV/Å.

Spin multiplicity   1
E_LUMO   -6.19 eV
E_HOMO   -17.780 eV
ΔE to the lowest compared entry with this formula, charge and spin   28.4 kJ/mol
Kohn-Sham gap   11.59 eV
Charge   +1

---

# 6
Density functional theory data (ωB97M-V/def2-TZVPD) for a cluster of 2 separate species, HNO6P in total.

```
9
Properties=species:S:1:pos:R:3:forces:R:3
N 1.6432 -1.6047 0.1274 0.088 -0.206 0.194
O 2.3052 -2.3891 -0.5092 0.401 -0.343 -0.381
O -3.3471 -0.9809 -0.0804 -0.976 -0.419 -0.077
O 0.8012 -1.8621 0.9389 -0.204 0.011 0.439
O -1.2078 0.1768 -0.0144 -0.029 -0.572 0.101
O 1.1945 0.5925 0.5596 -0.861 0.532 0.612
O 1.9360 -0.3056 -0.1580 0.639 -0.167 -0.831
P -1.9139 -1.2309 0.1172 0.542 1.203 -0.119
H -0.1819 0.3249 0.2333 0.400 -0.039 0.061
```
Forces are in eV/Å.

Spin multiplicity   1
E_LUMO   4.07 eV
E_HOMO   -5.141 eV
ΔE to the lowest compared entry with this formula, charge and spin   232.4 kJ/mol
Kohn-Sham gap   9.21 eV
Charge   -1

---

# 7
Density functional theory data (ωB97M-V/def2-TZVPD) for the molecule HNS3.

```
5
Properties=species:S:1:pos:R:3:forces:R:3
N -1.0364 -0.3420 0.4595 -0.087 -0.573 0.990
S -0.6851 0.7777 -0.5347 0.413 0.703 -0.318
S 2.1382 -0.9353 -0.0654 -0.394 0.385 -0.099
S 1.3652 0.5790 -0.9783 -0.076 -0.378 -0.001
H -1.7819 -0.0795 1.1189 0.143 -0.137 -0.573
```
Forces are in eV/Å.

Spin multiplicity   1
E_LUMO (spin up / spin down)   -1.11 / -1.76 eV
E_HOMO (spin up / spin down)   -8.802 / -8.606 eV
ΔE to the lowest compared entry with this formula, charge and spin   0.0 kJ/mol
Kohn-Sham gap (spin up / spin down)   7.69 / 6.84 eV

---

# 8
Density functional theory data (ωB97M-V/def2-TZVPD) for a structure of composition HNS3.

```
5
Properties=species:S:1:pos:R:3:forces:R:3
N -0.5495 0.0167 0.7591 -2.418 -0.552 0.296
S -1.5867 1.3700 0.3910 0.752 1.105 -0.492
S -1.5874 -1.3749 0.3921 0.276 -1.011 -0.306
S -2.9080 -0.0004 -0.4834 0.724 -0.068 0.885
H 0.3248 -0.1299 0.2874 0.666 0.526 -0.382
```
Forces are in eV/Å.

Spin multiplicity   3
E_LUMO (spin up / spin down)   -0.56 / -1.90 eV
E_HOMO (spin up / spin down)   -6.528 / -9.374 eV
<S²>   2.011
Kohn-Sham gap (spin up / spin down)   5.97 / 7.47 eV

---

# 9
Density functional theory data (ωB97M-V/def2-TZVPD) for the molecule HO2PS.

```
5
Properties=species:S:1:pos:R:3:forces:R:3
O -1.8483 0.9884 0.4625 -0.399 0.947 0.920
P -1.5362 0.0305 -0.5718 1.802 -1.373 -0.485
S 0.7816 -0.4814 0.3581 -1.549 0.583 0.123
O 1.7811 -1.4485 -0.1847 -0.514 1.113 -0.416
H 0.8218 0.9110 -0.0640 0.660 -1.270 -0.143
```
Forces are in eV/Å.

SMILES   O=P#[SH]=O
Spin multiplicity   1
E_LUMO (spin up / spin down)   -1.76 / -1.76 eV
E_HOMO (spin up / spin down)   -8.650 / -8.651 eV
ΔE to the lowest compared entry with this formula, charge and spin   217.8 kJ/mol
Kohn-Sham gap (spin up / spin down)   6.89 / 6.89 eV

---

# 10
Density functional theory data (ωB97M-V/def2-TZVPD) for the molecule HO2PS.

```
5
Properties=species:S:1:pos:R:3:forces:R:3
O 4.0036 -0.8009 0.0200 0.532 -0.636 0.044
P 3.2446 0.4341 -0.0226 1.447 1.332 -0.441
O 1.7506 0.0579 0.2210 -3.425 0.216 0.479
S 0.3038 1.0270 0.0307 1.097 -0.696 -0.152
H 0.5132 2.0148 0.9225 0.349 -0.216 0.069
```
Forces are in eV/Å.

SMILES   O=POS
Spin multiplicity   1
E_LUMO   -0.38 eV
E_HOMO   -10.258 eV
ΔE to the lowest compared entry with this formula, charge and spin   27.6 kJ/mol
Kohn-Sham gap   9.87 eV

---

# 11
Density functional theory data (ωB97M-V/def2-TZVPD) for the molecule HO5PS2.

```
9
Properties=species:S:1:pos:R:3:forces:R:3
O -1.1782 -1.5381 0.0847 -0.012 -0.799 -1.356
P -0.9274 -0.5457 1.1134 -1.394 0.969 4.747
S -1.5511 -0.2657 2.9504 0.667 -0.708 -2.459
O -0.0087 0.6053 0.6612 0.628 1.263 -0.004
S 0.9529 0.6714 -0.6933 1.440 0.448 -0.547
O 1.2160 2.0417 -0.9624 -0.895 -0.818 0.135
O 2.0331 -0.1971 -0.4047 0.017 -0.239 0.232
O -0.0293 0.0249 -1.6642 -1.239 -1.410 0.814
H -0.5074 -0.7967 -1.0852 0.788 1.295 -1.562
```
Forces are in eV/Å.

SMILES   O=P(=S)OS(=O)(=O)O
Spin multiplicity   1
E_LUMO   -1.01 eV
E_HOMO   -10.985 eV
Kohn-Sham gap   9.97 eV

---

# 12
Density functional theory data (ωB97M-V/def2-TZVPD) for the ion HO5S with charge -1.

```
7
Properties=species:S:1:pos:R:3:forces:R:3
O 0.0906 1.3901 -0.4865 -1.038 -1.981 0.967
O -0.9744 0.0894 1.3836 0.412 0.163 -2.122
O -1.8473 -0.0744 -0.9704 0.942 0.290 1.067
O 1.6377 -0.6288 0.2414 10.356 0.309 4.046
O 0.4505 -1.2388 -0.3805 -9.861 -1.935 -3.481
S -0.7343 0.2153 -0.0666 -0.477 -0.442 -0.836
H 1.3772 0.2472 0.2789 -0.336 3.598 0.360
```
Forces are in eV/Å.

Spin multiplicity   3
E_LUMO (spin up / spin down)   4.21 / 3.11 eV
E_HOMO (spin up / spin down)   -1.488 / -6.104 eV
<S²>   2.016
Kohn-Sham gap (spin up / spin down)   5.70 / 9.21 eV
Charge   -1

---

# 13
Density functional theory data (ωB97M-V/def2-TZVPD) for a cluster of 2 separate species, HOS3 in total.

```
5
Properties=species:S:1:pos:R:3:forces:R:3
O -1.5885 -0.6561 -1.9837 0.571 0.223 0.630
S -2.6657 -0.6877 0.6674 1.905 0.416 -1.296
S 2.8954 0.6941 1.6378 -0.610 0.429 -1.939
S -1.1862 -0.3866 -0.5988 -2.367 -0.606 0.744
H 2.5450 1.0363 0.2772 0.500 -0.462 1.862
```
Forces are in eV/Å.

Spin multiplicity   1
E_LUMO (spin up / spin down)   0.52 / 0.52 eV
E_HOMO (spin up / spin down)   -2.602 / -2.603 eV
ΔE to the lowest compared entry with this formula, charge and spin   107.4 kJ/mol
Kohn-Sham gap (spin up / spin down)   3.12 / 3.12 eV
Charge   -1

---

# 14
Density functional theory data (ωB97M-V/def2-TZVPD) for a cluster of 2 separate species, HOS3 in total.

```
5
Properties=species:S:1:pos:R:3:forces:R:3
O 1.0602 0.9881 -0.6446 2.262 2.212 -1.020
S 0.9030 -1.8670 -0.1563 -0.361 0.305 -0.223
S -1.6741 0.3085 -0.8504 -0.400 -0.281 -0.036
S 0.1471 -0.0155 -0.2120 -1.149 -2.520 0.530
H -0.4362 0.5858 1.8633 -0.351 0.284 0.750
```
Forces are in eV/Å.

Spin multiplicity   3
E_LUMO (spin up / spin down)   3.73 / 2.14 eV
E_HOMO (spin up / spin down)   -2.947 / -4.246 eV
<S²>   2.009
ΔE to the lowest compared entry with this formula, charge and spin   151.9 kJ/mol
Kohn-Sham gap (spin up / spin down)   6.68 / 6.39 eV
Charge   -1

---

# 15
Density functional theory data (ωB97M-V/def2-TZVPD) for a structure of composition Hg4O8S2.

```
14
Properties=species:S:1:pos:R:3:forces:R:3
Hg -0.8274 4.0565 -2.6150 0.328 0.004 0.240
Hg -3.4928 1.9716 1.6250 0.402 -0.111 0.099
Hg 2.4547 0.3125 1.3826 0.448 -1.084 0.169
Hg -1.0656 -1.5201 -1.9566 0.756 -1.003 0.281
S 1.0764 -2.6800 0.5588 1.162 -2.981 -0.282
O -0.0147 -1.9870 -0.2550 -1.096 1.253 -0.033
O 1.6398 -1.6053 1.4720 0.009 1.033 0.611
O 0.4786 -3.6440 1.4510 -0.184 0.820 -0.224
O 2.0670 -3.2494 -0.3054 -0.216 0.763 -0.070
S -0.4782 1.6443 -0.2944 0.916 -1.676 0.447
O -1.4591 1.6489 0.8414 -0.491 0.202 -0.106
O -0.4041 3.0818 -0.8101 -0.340 0.248 -0.672
O 0.8286 1.2924 0.2481 -0.750 1.210 -0.153
O -0.8033 0.6778 -1.3425 -0.944 1.323 -0.307
```
Forces are in eV/Å.

Spin multiplicity   1
E_LUMO   -18.84 eV
E_HOMO   -20.995 eV
ΔE to the lowest compared entry with this formula, charge and spin   0.0 kJ/mol
Kohn-Sham gap   2.15 eV
Charge   +4

---

# 16
Density functional theory data (ωB97M-V/def2-TZVPD) for a structure of composition HgIO2V.

```
5
Properties=species:S:1:pos:R:3:forces:R:3
Hg 1.9189 -1.7251 1.4562 -1.556 0.319 -0.265
O 1.0028 0.9738 -0.3655 -3.753 0.249 -0.979
V -0.6202 1.2051 -0.4312 1.577 -1.085 -0.921
O -1.3704 0.8133 -1.7742 2.240 0.439 2.163
I -0.9311 -1.2671 1.1148 1.493 0.078 0.002
```
Forces are in eV/Å.

Spin multiplicity   1
E_LUMO   -13.40 eV
E_HOMO   -19.963 eV
ΔE to the lowest compared entry with this formula, charge and spin   17.5 kJ/mol
Kohn-Sham gap   6.56 eV
Charge   +2

---

# 17
Density functional theory data (ωB97M-V/def2-TZVPD) for a structure of composition I2O4S2.

```
8
Properties=species:S:1:pos:R:3:forces:R:3
O 0.1718 0.8344 0.4516 -0.987 -0.325 0.732
O -0.5263 -0.6804 -1.3495 -0.837 -0.398 0.627
O -1.9513 -0.7207 0.7601 0.951 0.243 -0.171
O 2.3910 1.9333 0.3184 -0.720 -0.282 -0.018
S -0.5025 -0.7755 0.0925 0.073 -0.046 -0.266
S 1.5361 0.9803 -0.3504 1.473 0.536 -0.444
I -3.6137 -0.2631 -0.1860 -0.659 0.365 -0.424
I 2.4950 -1.3084 0.2633 0.707 -0.092 -0.036
```
Forces are in eV/Å.

Spin multiplicity   1
E_LUMO   -1.91 eV
E_HOMO   -9.602 eV
ΔE to the lowest compared entry with this formula, charge and spin   215.2 kJ/mol
Kohn-Sham gap   7.69 eV

---

# 18
Density functional theory data (ωB97M-V/def2-TZVPD) for a structure of composition INa.

```
2
Properties=species:S:1:pos:R:3:forces:R:3
Na 0.0713 10.8367 -21.1239 0.498 0.082 0.638
I 1.9035 11.1301 -18.7917 -0.498 -0.082 -0.638
```
Forces are in eV/Å.

Spin multiplicity   1
E_LUMO   -1.35 eV
E_HOMO   -7.794 eV
ΔE to the lowest compared entry with this formula, charge and spin   9.6 kJ/mol
Kohn-Sham gap   6.44 eV

---

# 19
Density functional theory data (ωB97M-V/def2-TZVPD) for a structure of composition IZn2.

```
3
Properties=species:S:1:pos:R:3:forces:R:3
Zn -3.7748 -2.1988 -0.2145 0.009 0.016 0.043
Zn 3.6517 1.8360 -0.8674 -0.392 -0.152 0.262
I 0.1231 0.3628 1.0819 0.384 0.135 -0.305
```
Forces are in eV/Å.

Spin multiplicity   1
E_LUMO   -17.31 eV
E_HOMO   -20.417 eV
ΔE to the lowest compared entry with this formula, charge and spin   289.5 kJ/mol
Kohn-Sham gap   3.11 eV
Charge   +3

---

# 20
Density functional theory data (ωB97M-V/def2-TZVPD) for the molecule N2.

```
2
Properties=species:S:1:pos:R:3:forces:R:3
N 0.0000 0.0000 0.7581 0.000 0.000 -17.724
N 0.0000 0.0000 -0.7581 0.000 0.000 17.724
```
Forces are in eV/Å.

SMILES   N#N
Spin multiplicity   1
E_LUMO   -1.69 eV
E_HOMO   -12.815 eV
ΔE to the lowest compared entry with this formula, charge and spin   587.1 kJ/mol
Kohn-Sham gap   11.12 eV

---

| no. | E_tot (Eh) |
| --- | --- |
| 1 | -603.9094 |
| 2 | -1002.1289 |
| 3 | -1002.1009 |
| 4 | -356.0340 |
| 5 | -697.2608 |
| 6 | -848.0657 |
| 7 | -1249.8522 |
| 8 | -1249.7980 |
| 9 | -890.5448 |
| 10 | -890.6173 |
| 11 | -1514.5614 |
| 12 | -774.8163 |
| 13 | -1270.3997 |
| 14 | -1270.3218 |
| 15 | -2009.8071 |
| 16 | -1544.7853 |
| 17 | -1692.6386 |
| 18 | -460.0393 |
| 19 | -3854.8135 |
| 20 | -109.3290 |